No. 1
{"formula": "C25H72IN9O6P5", "method": "ωB97M-V with the def2-TZVPD basis set", "molar_mass_g_mol": 876.7, "homo_lumo_gap_ev": 5.01, "total_charge": -1, "lumo_ev": 1.116, "total_energy_ha": -3944.1568, "elements": ["C", "C", "C", "C", "C", "C", "O", "P", "O", "C", "P", "O", "I", "H", "H", "H", "H", "H", "H", "H", "H", "H", "H", "H", "H", "H", "H", "H", "H", "H", "H", "O", "P", "N", "C", "C", "N", "C", "C", "N", "C", "C", "H", "H", "H", "H", "H", "H", "H", "H", "H", "H", "H", "H", "H", "H", "H", "H", "H", "H", "O", "P", "N", "C", "C", "N", "C", "C", "N", "C", "C", "H", "H", "H", "H", "H", "H", "H", "H", "H", "H", "H", "H", "H", "H", "H", "H", "H", "H", "O", "P", "N", "C", "C", "N", "C", "C", "N", "C", "C", "H", "H", "H", "H", "H", "H", "H", "H", "H", "H", "H", "H", "H", "H", "H", "H", "H", "H"], "xyz": [[2.025, 0.637, 1.810], [3.066, 1.210, 0.766], [2.426, 1.665, -0.603], [1.460, 2.917, -0.451], [-0.039, 2.599, -0.890], [-0.882, 1.993, 0.292], [-1.979, 2.801, 0.770], [-2.801, 1.706, 1.892], [-2.841, 0.460, 0.634], [-1.470, 0.520, 0.177], [-1.339, -0.403, -1.459], [0.275, -1.009, -1.460], [-2.733, -2.443, -1.396], [1.857, 1.381, 2.632], [2.408, -0.300, 2.281], [1.050, 0.365, 1.328], [3.810, 0.388, 0.584], [3.561, 2.124, 1.190], [3.283, 2.017, -1.247], [1.957, 0.822, -1.175], [1.834, 3.729, -1.132], [1.466, 3.352, 0.581], [0.001, 1.972, -1.813], [-0.495, 3.588, -1.174], [-0.172, 2.083, 1.163], [-2.649, 2.721, 2.942], [-4.067, 2.293, 1.523], [-3.497, 0.830, 2.824], [-1.596, 1.154, 2.467], [-0.979, -0.211, 0.899], [0.581, -1.041, -0.537], [6.555, 1.192, 2.210], [8.038, 1.303, 1.824], [7.872, 2.686, 0.832], [8.082, 2.815, -0.592], [7.194, 3.845, 1.408], [8.063, -0.196, 0.961], [7.874, -0.311, -0.470], [7.342, -1.284, 1.626], [9.783, 1.388, 1.618], [10.527, 2.634, 1.738], [10.639, 0.207, 1.708], [8.384, 3.836, -0.852], [7.175, 2.576, -1.158], [8.906, 2.196, -0.944], [7.803, 4.282, 2.208], [6.219, 3.587, 1.826], [7.023, 4.633, 0.672], [6.943, 0.162, -0.804], [7.841, -1.359, -0.781], [8.724, 0.109, -1.012], [6.266, -1.242, 1.431], [7.494, -1.246, 2.707], [7.717, -2.256, 1.289], [10.823, 2.990, 0.746], [11.436, 2.526, 2.336], [9.943, 3.415, 2.225], [10.875, -0.160, 0.706], [10.168, -0.596, 2.271], [11.585, 0.411, 2.218], [-2.519, -1.576, -5.795], [-1.611, -2.103, -6.915], [-2.723, -3.250, -7.533], [-2.625, -4.691, -7.557], [-4.064, -2.774, -7.860], [-0.424, -2.749, -5.838], [-0.392, -4.128, -5.399], [-0.102, -1.880, -4.699], [-0.522, -2.472, -8.248], [-0.979, -2.587, -9.626], [0.924, -2.300, -8.144], [-3.184, -5.108, -8.402], [-3.016, -5.139, -6.638], [-1.603, -5.031, -7.721], [-4.026, -2.094, -8.719], [-4.526, -2.241, -7.026], [-4.739, -3.588, -8.128], [-1.341, -4.441, -4.950], [0.392, -4.286, -4.654], [-0.127, -4.795, -6.223], [-0.825, -1.983, -3.887], [-0.083, -0.831, -5.005], [0.892, -2.111, -4.307], [-1.010, -3.640, -9.924], [-0.328, -2.062, -10.331], [-1.972, -2.160, -9.766], [1.400, -3.261, -7.930], [1.195, -1.595, -7.360], [1.369, -1.907, -9.063], [-5.158, -0.377, 5.557], [-6.549, -0.048, 6.120], [-7.425, -1.079, 5.072], [-8.389, -0.733, 4.052], [-6.996, -2.471, 4.989], [-6.506, 1.611, 5.639], [-7.079, 2.116, 4.407], [-5.217, 2.274, 5.865], [-8.039, 0.302, 6.990], [-8.983, -0.736, 7.380], [-8.244, 1.554, 7.714], [-9.113, -1.542, 3.907], [-7.906, -0.534, 3.090], [-9.000, 0.123, 4.337], [-7.192, -2.987, 5.937], [-5.930, -2.561, 4.768], [-7.526, -3.023, 4.211], [-6.701, 1.587, 3.527], [-6.854, 3.177, 4.274], [-8.171, 2.068, 4.436], [-4.505, 2.070, 5.059], [-4.771, 1.941, 6.806], [-5.344, 3.358, 5.948], [-9.861, -0.707, 6.727], [-9.332, -0.623, 8.410], [-8.544, -1.731, 7.323], [-8.831, 2.246, 7.104], [-7.302, 2.032, 7.974], [-8.777, 1.411, 8.660]]}


No. 2
{"formula": "C28H20ClFIN5O4RuSSbSe4", "method": "ωB97M-V with the def2-TZVPD basis set", "relative_energy_kcal_mol": 0.0, "molar_mass_g_mol": 1242.6, "homo_lumo_gap_ev": [4.32, 4.64], "total_charge": 0, "lumo_ev": [-0.925, -2.952], "multiplicity": 6, "total_energy_ha": -12850.5118, "elements": ["Ru", "C", "C", "C", "C", "C", "C", "C", "F", "C", "C", "C", "O", "C", "C", "N", "C", "C", "O", "O", "H", "H", "H", "H", "H", "H", "H", "H", "H", "H", "H", "Cl", "C", "C", "C", "I", "C", "O", "C", "N", "C", "C", "C", "C", "H", "H", "H", "H", "N", "C", "H", "S", "C", "N", "C", "C", "C", "N", "H", "H", "H", "H", "Se", "Sb", "Se", "Se", "Se"], "xyz": [[14.499, 12.305, 10.564], [6.799, 12.053, 7.043], [7.957, 11.530, 6.193], [7.568, 10.366, 5.288], [7.090, 9.168, 6.123], [8.069, 8.844, 7.206], [8.058, 7.578, 7.799], [9.004, 7.300, 8.782], [8.953, 6.077, 9.377], [9.981, 8.210, 9.182], [10.045, 9.450, 8.560], [11.172, 10.326, 8.843], [12.083, 9.898, 9.590], [11.061, 11.670, 8.274], [10.019, 11.976, 7.432], [9.058, 11.072, 7.061], [9.046, 9.799, 7.609], [11.985, 12.791, 8.574], [11.595, 13.950, 8.427], [13.255, 12.523, 8.886], [5.948, 12.291, 6.382], [7.081, 12.979, 7.599], [6.468, 11.309, 7.779], [8.415, 12.356, 5.605], [8.441, 10.087, 4.669], [6.768, 10.691, 4.596], [6.964, 8.274, 5.474], [6.071, 9.351, 6.538], [7.316, 6.819, 7.496], [10.768, 7.920, 9.904], [9.899, 12.973, 7.014], [17.221, 17.803, 7.565], [16.460, 16.719, 8.614], [15.739, 17.248, 9.690], [15.046, 16.441, 10.614], [13.982, 17.108, 12.206], [15.113, 15.041, 10.420], [14.429, 14.193, 11.207], [15.903, 14.479, 9.355], [15.974, 13.102, 9.295], [16.715, 12.533, 8.312], [17.376, 13.330, 7.364], [17.300, 14.710, 7.380], [16.569, 15.325, 8.418], [15.714, 18.334, 9.764], [16.817, 11.455, 8.317], [17.964, 12.837, 6.569], [17.814, 15.330, 6.633], [16.177, 11.487, 12.970], [15.561, 11.830, 12.047], [16.507, 11.076, 13.855], [13.457, 9.550, 12.447], [12.381, 10.743, 12.029], [11.018, 10.498, 12.180], [10.047, 11.405, 11.912], [10.429, 12.686, 11.583], [11.779, 12.968, 11.483], [12.689, 11.993, 11.619], [10.780, 9.535, 12.387], [9.004, 11.044, 11.967], [9.695, 13.470, 11.357], [12.166, 13.960, 11.252], [12.753, 6.412, 10.794], [14.000, 7.678, 9.127], [16.620, 9.200, 10.028], [12.789, 7.647, 6.999], [14.669, 10.234, 9.671]]}


No. 3
{"formula": "C20H43N2P3RuS", "method": "ωB97M-V with the def2-TZVPD basis set", "relative_energy_kcal_mol": 0.0, "molar_mass_g_mol": 537.6, "homo_lumo_gap_ev": [8.58, 4.65], "total_charge": 4, "lumo_ev": [-11.061, -15.394], "multiplicity": 5, "total_energy_ha": -2412.9251, "elements": ["Ru", "P", "P", "P", "H", "C", "C", "H", "C", "C", "C", "C", "C", "C", "C", "C", "C", "H", "H", "H", "H", "H", "H", "H", "H", "H", "H", "H", "H", "H", "H", "H", "H", "H", "H", "H", "H", "H", "H", "H", "H", "H", "H", "H", "H", "H", "C", "C", "C", "C", "C", "C", "S", "H", "H", "H", "H", "H", "H", "C", "N", "C", "C", "N", "H", "H", "H", "H", "H", "H"], "xyz": [[0.466, -0.773, 0.052], [-0.987, -2.395, 0.808], [2.564, -1.844, 0.125], [0.211, -1.160, -2.171], [-3.026, 8.063, -1.960], [-3.584, 7.382, -2.611], [-4.707, 6.779, -2.197], [-5.102, 6.937, -1.187], [-1.673, -2.121, 2.486], [-0.281, -4.072, 0.941], [-2.514, -2.558, -0.190], [3.800, -0.582, -0.373], [3.214, -2.439, 1.736], [2.998, -3.282, -0.928], [-1.196, -0.301, -2.959], [-0.023, -2.917, -2.657], [1.651, -0.653, -3.192], [-3.210, 7.260, -3.632], [-5.293, 6.138, -2.863], [-1.886, -1.057, 2.647], [-0.971, -2.469, 3.256], [-2.613, -2.678, 2.604], [0.664, -4.042, 1.500], [-0.098, -4.494, -0.054], [-0.990, -4.717, 1.477], [-3.103, -1.632, -0.113], [-3.101, -3.401, 0.203], [-2.293, -2.740, -1.248], [4.816, -0.995, -0.329], [3.721, 0.268, 0.317], [3.594, -0.227, -1.389], [4.011, -3.179, 1.574], [2.427, -2.915, 2.333], [3.636, -1.602, 2.311], [4.010, -3.604, -0.644], [2.999, -3.036, -1.995], [2.311, -4.119, -0.744], [-1.221, -0.548, -4.033], [-1.093, 0.787, -2.840], [-2.143, -0.603, -2.491], [0.176, -3.005, -3.735], [-1.049, -3.253, -2.468], [0.673, -3.572, -2.117], [1.342, -0.631, -4.247], [2.501, -1.340, -3.083], [1.963, 0.355, -2.890], [-1.312, 2.368, -0.604], [-0.197, 2.824, -1.339], [-0.221, 4.071, -1.958], [-1.349, 4.893, -1.862], [-2.469, 4.443, -1.152], [-2.467, 3.201, -0.533], [-1.368, 0.873, 0.223], [1.119, 0.552, -0.587], [0.687, 2.192, -1.414], [0.656, 4.394, -2.521], [-1.367, 5.875, -2.343], [-3.353, 5.077, -1.112], [-3.335, 2.823, 0.003], [2.448, -0.652, 5.055], [1.181, -0.251, 4.424], [0.092, 0.192, 5.300], [1.035, -0.256, 3.131], [0.864, -0.311, 1.970], [2.336, -0.485, 6.129], [3.282, -0.037, 4.686], [2.688, -1.714, 4.875], [-0.119, 1.264, 5.166], [-0.837, -0.365, 5.105], [0.417, 0.019, 6.330]]}


No. 4
{"formula": "C12H25F7INO9P2S", "method": "ωB97M-V with the def2-TZVPD basis set", "molar_mass_g_mol": 681.2, "homo_lumo_gap_ev": 7.35, "total_charge": 0, "lumo_ev": -1.720, "total_energy_ha": -3281.2920, "elements": ["O", "N", "O", "C", "P", "I", "P", "O", "S", "O", "O", "C", "F", "F", "C", "F", "F", "C", "F", "F", "F", "H", "H", "H", "H", "H", "C", "O", "C", "C", "O", "C", "H", "H", "H", "H", "H", "H", "H", "H", "H", "H", "C", "O", "C", "C", "O", "C", "H", "H", "H", "H", "H", "H", "H", "H", "H", "H"], "xyz": [[5.848, -4.438, 4.506], [5.501, -4.226, 3.339], [6.284, -3.185, 2.912], [5.556, -2.437, 1.834], [4.819, -0.886, 2.666], [6.676, -1.042, 4.326], [5.715, 1.053, 2.058], [5.288, 2.207, 3.099], [3.261, -0.649, 1.214], [3.918, -0.920, -0.195], [2.841, 0.854, 1.189], [1.834, -1.851, 1.369], [1.061, -1.748, 0.076], [2.220, -3.277, 1.491], [0.771, -1.524, 2.572], [1.366, -0.958, 3.805], [0.179, -2.855, 2.975], [-0.499, -0.580, 2.144], [-1.197, -0.212, 3.433], [-1.553, -1.312, 1.347], [-0.136, 0.707, 1.503], [4.777, -3.196, 1.400], [6.334, -2.207, 0.973], [3.923, -0.849, 3.793], [5.370, 1.437, 0.713], [7.151, 0.954, 2.127], [-6.943, -0.217, -0.367], [-6.709, -1.595, -0.090], [-6.768, -2.401, -1.271], [-5.363, -2.758, -1.766], [-4.667, -1.599, -2.236], [-3.719, -1.120, -1.288], [-6.666, 0.362, 0.517], [-6.346, 0.134, -1.213], [-8.003, -0.059, -0.573], [-7.348, -1.904, -2.057], [-7.289, -3.324, -1.001], [-5.454, -3.441, -2.618], [-4.788, -3.270, -0.986], [-2.849, -1.783, -1.268], [-4.148, -1.044, -0.285], [-3.393, -0.125, -1.602], [0.976, 2.636, -0.786], [1.249, 3.869, -1.446], [1.548, 3.683, -2.834], [0.342, 4.035, -3.710], [-0.731, 3.108, -3.515], [-1.756, 3.640, -2.682], [0.542, 2.861, 0.192], [0.266, 2.022, -1.348], [1.905, 2.084, -0.639], [1.891, 2.660, -3.028], [2.369, 4.364, -3.076], [0.639, 3.959, -4.762], [0.009, 5.063, -3.529], [-2.336, 4.382, -3.238], [-1.348, 4.095, -1.775], [-2.420, 2.822, -2.391]]}